Entry 1:
Below is C36H35NO4 in the gas phase in a non-equilibrium geometry, with properties calculated with ωB97M-V/def2-TZVPD.

```
76
C36H35NO4 | the Open Molecules 2025 dataset | ωB97M-V/def2-TZVPD
C -0.2314 3.7909 6.8457
N 0.5393 4.1687 5.6888
C 1.2028 5.4505 5.7710
C 0.4314 3.4693 4.4847
C -0.3343 3.9887 3.4135
C -0.3983 3.3005 2.2102
C 0.3791 2.1483 2.0138
C 0.6536 1.6813 0.6057
C -0.0718 0.4115 0.0443
C 0.3064 0.1544 -1.4127
C 0.5988 -1.2792 -1.6667
C 0.0612 -2.1235 -2.5960
C 0.5807 -3.5244 -2.5525
C 1.9580 -3.7608 -2.3829
C 2.4420 -5.0641 -2.2588
C 1.5498 -6.1439 -2.2492
C 0.1751 -5.9165 -2.3795
C -0.3072 -4.6168 -2.5237
C -1.0864 -1.8125 -3.4813
C -2.1138 -0.8847 -3.1858
C -3.2709 -0.8462 -3.9663
C -3.4027 -1.6843 -5.0805
C -2.3768 -2.5800 -5.4114
C -1.2247 -2.6084 -4.6400
C 1.5097 1.0188 -1.8105
C 1.2625 2.2505 -2.4284
C 2.2606 3.2237 -2.4405
C 3.5144 2.9427 -1.8869
C 3.7868 1.6753 -1.3810
C 2.7911 0.6862 -1.3564
C 0.3182 -0.7660 0.9238
O 1.4887 -1.0438 1.1307
O -0.6468 -1.4301 1.6155
C -2.0107 -1.4343 1.1072
C -2.1192 -2.2404 -0.1571
C -2.9175 -1.9609 2.2043
O -2.3831 -0.0506 0.8588
C -1.5689 0.7111 0.0882
O -2.0045 1.6783 -0.5137
C 1.0757 1.5842 3.0919
C 1.0852 2.2253 4.3228
H -0.6815 2.8061 6.6912
H 0.4097 3.7580 7.7351
H -1.0367 4.5176 7.0369
H 1.8537 5.5827 4.8994
H 0.4855 6.2839 5.8065
H 1.8173 5.4939 6.6808
H -0.8825 4.9225 3.5598
H -1.0301 3.6592 1.3946
H 0.4143 2.5013 -0.0867
H 1.7312 1.4682 0.5487
H -0.4935 0.5083 -2.0600
H 1.3631 -1.7141 -1.0226
H 2.6417 -2.9105 -2.3747
H 3.5126 -5.2284 -2.1759
H 1.9182 -7.1634 -2.1286
H -0.5278 -6.7528 -2.3807
H -1.3870 -4.4353 -2.6089
H -2.0733 -0.2254 -2.3075
H -4.0686 -0.1550 -3.6832
H -4.3072 -1.6358 -5.6851
H -2.4658 -3.2594 -6.2614
H -0.4057 -3.2793 -4.9088
H 0.2554 2.4573 -2.8211
H 2.0373 4.2024 -2.8648
H 4.2705 3.7239 -1.8510
H 4.7644 1.4460 -0.9661
H 2.9707 -0.2814 -0.8852
H -1.5451 -1.7335 -0.9373
H -1.7145 -3.2518 -0.0248
H -3.1671 -2.2907 -0.4862
H -2.8655 -1.3126 3.0782
H -3.9493 -1.9889 1.8350
H -2.6175 -2.9767 2.4812
H 1.6285 0.6545 2.9461
H 1.6422 1.8200 5.1681
```

- SMILES string: CN(C)c1ccc(CC2([C@H](C=C(c3ccccc3)c3ccccc3)c3ccccc3)C(=O)OC(C)(C)OC2=O)cc1
- Electronic energy: -47579.6586 eV
- Multiplicity: 1
- Kohn-Sham gap: 8.07 eV
- HOMO energy: -0.2850 Ha

---

Entry 2:
Below is a molecular structure, C36H36AsF3NSSb2Sn, with properties calculated with ωB97M-V/def2-TZVPD.

```
81
C36H36AsF3NSSb2Sn | the Open Molecules 2025 dataset | ωB97M-V/def2-TZVPD
Sn -1.6383 -0.0853 1.8980
C 3.3944 0.1542 1.4395
Sb 2.2620 -0.8398 -0.0835
C 3.5858 -0.2931 -1.6495
C 3.4425 -2.9237 0.4202
C 3.3864 -3.7484 -0.6937
C 4.3160 -3.5736 -1.7661
C 4.1901 -4.2653 -2.9201
C 3.0912 -5.1866 -3.1308
C 2.2121 -5.4380 -2.1441
C 2.3722 -4.8314 -0.8449
C 1.6911 -5.3553 0.2263
Sb -0.5698 -4.2218 0.3575
C -1.1936 -4.7255 -1.6144
C -1.5656 -5.8337 1.3275
H 4.4544 -0.0542 1.2998
H 3.0872 -0.1704 2.4314
H 3.2266 1.2230 1.3355
H 4.6167 -0.3962 -1.3123
H 3.3903 0.7558 -1.8877
H 3.4111 -0.9020 -2.5342
H 2.9009 -3.2015 1.3194
H 4.3945 -2.4273 0.5950
H 5.1275 -2.8706 -1.6364
H 4.9142 -4.1276 -3.7130
H 3.0046 -5.6957 -4.0815
H 1.4296 -6.1740 -2.2771
H 2.0059 -5.1618 1.2455
H 1.1891 -6.3097 0.0683
H -1.1862 -5.8075 -1.7401
H -0.5618 -4.2454 -2.3584
H -2.2175 -4.3647 -1.7305
H -1.3544 -6.7720 0.8159
H -2.6360 -5.6275 1.2581
H -1.2733 -5.8981 2.3725
F -6.4971 -1.2140 -1.6460
C -6.1376 -1.5293 -0.3980
F -5.3491 -2.6115 -0.4605
F -7.2371 -1.8643 0.2803
C -5.4642 -0.3485 0.2717
C -6.2686 0.7381 0.5967
C -5.7310 1.8495 1.2306
C -4.3974 1.8273 1.5685
N -3.6172 0.7851 1.2548
C -4.1136 -0.2859 0.5880
S -2.8526 -1.4554 0.2005
H -7.3237 0.7069 0.3545
H -6.3436 2.7053 1.4723
H -3.9217 2.6478 2.0914
C 3.0852 2.9966 -2.5943
C 1.9940 2.2519 -3.0245
C 1.0224 1.8640 -2.1143
C 1.1383 2.2369 -0.7721
C 2.2330 2.9802 -0.3385
C 3.2080 3.3516 -1.2548
As -0.4054 1.9260 0.3800
C -1.3959 3.5482 0.0088
C -2.1899 3.8040 -1.0959
C -2.7558 5.0648 -1.2376
C -2.5085 6.0466 -0.2862
C -1.7243 5.7762 0.8272
C -1.1673 4.5144 0.9943
C -0.3515 4.0671 2.1405
C -0.0601 4.8094 3.2789
C 0.6879 4.2453 4.3024
C 1.1447 2.9357 4.2127
C 0.8583 2.1845 3.0813
C 0.1272 2.7538 2.0468
H 3.8322 3.3192 -3.3074
H 1.8933 1.9866 -4.0687
H 0.1533 1.3094 -2.4528
H 2.3078 3.3004 0.6938
H 4.0504 3.9460 -0.9263
H -2.3664 3.0402 -1.8439
H -3.3951 5.2787 -2.0833
H -2.9310 7.0342 -0.4127
H -1.5469 6.5535 1.5591
H -0.4194 5.8256 3.3730
H 0.9070 4.8263 5.1881
H 1.7176 2.5041 5.0222
H 1.2116 1.1625 3.0068
```

- Total charge: +3
- Electronic energy: -138112.3066 eV
- Multiplicity: 1
- Relative energy (zero: lowest compared OMol25 entry of this formula, charge and spin): 127.0 kJ/mol
- Kohn-Sham gap (alpha / beta): 3.83 / 3.83 eV
- HOMO energy (alpha / beta): -0.5561 / -0.5561 Ha

---

Entry 3:
Below is C36H36BrF5O4 in the gas phase in a non-equilibrium geometry, with properties calculated with ωB97M-V/def2-TZVPD.

```
82
C36H36BrF5O4 | the Open Molecules 2025 dataset | ωB97M-V/def2-TZVPD
C -0.2682 -0.8585 2.0496
C -1.6642 -1.5117 2.4992
C -2.9619 -0.8746 1.7300
Br -4.4560 -2.1770 1.5247
C -2.4139 -0.2786 0.3551
C -2.2705 1.1368 0.1763
C -2.6463 2.2201 1.2914
F -1.9993 1.9598 2.5635
F -2.2834 3.5580 0.9497
C -4.2591 2.2332 1.4406
C -5.2159 1.8207 0.2774
C -6.7787 1.8427 0.3955
C -7.4093 2.2931 1.7648
C -6.4321 2.7249 2.9019
C -7.0787 3.1983 4.2925
F -8.0550 4.2118 4.1079
F -6.0515 3.5922 5.2163
F -7.7601 2.1096 4.9331
C -4.8907 2.7167 2.7986
C -1.6591 1.6950 -1.2158
O -2.0685 2.7213 -1.8030
C -0.4873 0.7664 -1.8283
C 0.7457 1.3578 -2.5441
C 1.8327 0.3738 -3.1241
C 3.0668 1.0622 -3.8645
C 4.5015 0.7742 -3.2021
C 5.5753 1.6971 -3.9622
O 4.5305 0.8428 -1.7571
C 5.0448 2.0986 -1.2581
C 4.7379 2.0923 0.3366
C 5.8523 1.4058 1.2124
C 5.7597 1.2593 2.7559
C 4.4652 1.8695 3.4190
C 3.3693 2.5768 2.5520
C 3.4797 2.7098 0.9861
C 1.6337 -1.1824 -2.9826
C 2.7221 -2.2008 -3.6192
C 0.3799 -1.8114 -2.2552
C 0.2085 -3.3934 -2.1482
C 0.9263 -4.0283 -0.8247
C -0.1038 -4.2273 0.3857
O -1.3553 -4.8650 -0.0029
C -1.5145 -6.1577 0.6421
C -0.6651 -0.7930 -1.6608
C -1.9797 -1.2725 -0.8517
O -2.6125 -2.3006 -1.1773
H -0.2339 0.2806 2.0848
H 0.1085 -1.1817 1.0205
H 0.5238 -1.2233 2.8127
H -1.7480 -1.3446 3.6419
H -1.6357 -2.6482 2.3546
H -3.3565 -0.0691 2.4578
H -4.8018 1.4751 -0.7339
H -7.4647 1.5215 -0.4649
H -8.5445 2.2857 1.8878
H -4.1700 3.0315 3.6218
H 0.8444 2.4883 -2.6147
H 3.0723 0.6516 -4.9459
H 2.9151 2.2101 -3.8431
H 4.7702 -0.3195 -3.4751
H 5.1471 2.7564 -4.0067
H 5.6365 1.3012 -5.0482
H 6.6073 1.6212 -3.4857
H 4.5079 3.0038 -1.7218
H 6.1971 2.1880 -1.3242
H 6.7833 0.9745 0.6990
H 6.5750 0.7277 3.3696
H 4.3523 1.7512 4.5588
H 2.4631 2.9763 3.1419
H 2.6618 3.2010 0.3688
H 3.4489 -1.6860 -4.3289
H 2.1944 -3.0233 -4.2414
H 3.2483 -2.7772 -2.7644
H 0.7506 -3.8996 -3.0379
H -0.8879 -3.7469 -2.2443
H 1.7011 -3.2316 -0.5037
H 1.5273 -4.9748 -1.0695
H 0.4270 -4.7489 1.2539
H -0.3870 -3.1773 0.7568
H -1.2456 -6.0301 1.7442
H -2.6259 -6.4471 0.5252
H -0.8533 -6.9049 0.0779
```

- SMILES string: CC[C@H](Br)C1=C(C(F)(F)c2cccc(C(F)(F)F)c2)C(=O)c2cc(C[C@@H](C)OCc3ccccc3)c(C)c(CCCOC)c2C1=O
- Electronic energy: -129718.7955 eV
- Multiplicity: 1
- Kohn-Sham gap: 7.57 eV
- HOMO energy: -0.3231 Ha